No. 1
{
  "formula": "C3H7NO2",
  "method": "ωB97M-V/def2-TZVPD",
  "homo_energy_ev": 1.569,
  "largest_force_ev_per_a": 4.7,
  "total_charge": -2,
  "de_lowest_kj_mol": 63.6,
  "symbols": ["O", "O", "N", "C", "C", "C", "H", "H", "H", "H", "H", "H", "H"],
  "positions_angstrom": [[-1.492, -1.964, 5.169], [-2.864, -3.059, 3.808], [-1.747, -2.424, 4.039], [1.291, -0.118, 1.647], [-1.040, -0.533, 2.327], [-0.070, -0.565, 1.384], [-0.974, -0.037, 3.186], [2.036, -0.788, 1.190], [-3.294, 8.790, -7.012], [-2.074, -0.813, 2.168], [1.549, 0.833, 1.310], [1.295, -0.070, 2.666], [-0.310, -0.991, 0.467]],
  "forces_ev_per_angstrom": [[-1.08, -0.67, -0.37], [2.07, 1.47, 1.42], [-1.09, -1.09, -0.67], [0.53, -1.35, -1.68], [-0.14, -0.86, -4.66], [-2.38, 0.21, 1.81], [1.01, 1.66, 3.78], [-0.05, -0.05, 0.59], [-0.01, 0.04, -0.04], [0.24, -0.42, -0.52], [0.16, 1.91, -0.96], [1.07, -0.09, 2.94], [-0.33, -0.76, -1.64]]
}



No. 2
{
  "formula": "C3H7NO2",
  "method": "ωB97M-V/def2-TZVPD",
  "homo_energy_ev": -9.403,
  "largest_force_ev_per_a": 1.5,
  "total_charge": 0,
  "de_lowest_kj_mol": 135.7,
  "symbols": ["O", "O", "N", "C", "C", "C", "H", "H", "H", "H", "H", "H", "H"],
  "positions_angstrom": [[-0.090, -0.266, -1.147], [-0.319, -0.630, 1.038], [1.452, 1.396, -0.192], [2.014, 1.156, 0.910], [-0.736, -0.704, -0.105], [-2.072, -1.346, -0.424], [-1.986, -2.179, -1.112], [-2.704, -0.561, -0.842], [2.907, 1.677, 1.255], [1.902, 2.055, -0.818], [1.531, 0.496, 1.623], [0.594, 0.573, -0.711], [-2.494, -1.666, 0.526]],
  "forces_ev_per_angstrom": [[0.21, 0.99, 0.17], [0.01, 0.24, 0.38], [0.59, 0.26, -0.13], [0.00, 0.63, 0.79], [-0.31, -0.88, -0.45], [0.10, 0.45, 0.76], [0.06, 0.02, -0.17], [-0.09, -0.18, -0.20], [0.09, 0.04, -0.27], [0.22, 0.11, 0.15], [-0.06, -0.34, -0.35], [-0.68, -1.18, -0.53], [-0.14, -0.17, -0.14]]
}



No. 3
{
  "formula": "C3H7NO2",
  "method": "ωB97M-V/def2-TZVPD",
  "homo_energy_ev": [-8.581, -9.222],
  "largest_force_ev_per_a": 1.6,
  "total_charge": 0,
  "de_lowest_kj_mol": 586.1,
  "symbols": ["O", "O", "N", "C", "C", "C", "H", "H", "H", "H", "H", "H", "H"],
  "positions_angstrom": [[0.355, 1.823, -0.298], [0.220, 0.518, -1.750], [0.118, -0.004, 1.143], [-0.296, -0.973, 0.281], [-0.269, 1.424, 0.820], [0.351, -0.719, -1.420], [-1.372, 1.412, 0.767], [-1.371, -0.960, 0.119], [0.045, 2.034, 1.681], [-0.377, -1.405, -1.880], [1.094, -0.079, 1.412], [0.126, -1.953, 0.475], [1.377, -1.116, -1.351]],
  "forces_ev_per_angstrom": [[0.35, 0.74, 0.05], [-0.18, -0.14, -0.15], [0.16, 0.85, 0.52], [0.17, 0.11, -1.07], [-0.22, -1.53, 0.26], [-0.27, -0.22, 0.79], [0.15, 0.09, -0.04], [0.01, -0.06, -0.02], [0.03, 0.08, -0.27], [0.09, 0.02, -0.03], [-0.13, 0.05, -0.07], [-0.09, -0.01, 0.06], [-0.07, 0.03, -0.04]]
}



No. 4
{
  "formula": "C3H7NO2",
  "method": "ωB97M-V/def2-TZVPD",
  "homo_energy_ev": [-9.235, -9.235],
  "largest_force_ev_per_a": 0.4,
  "total_charge": 0,
  "de_lowest_kj_mol": 602.8,
  "symbols": ["O", "O", "N", "C", "C", "C", "H", "H", "H", "H", "H", "H", "H"],
  "positions_angstrom": [[-0.833, 1.388, -1.445], [1.490, 1.631, 0.089], [1.045, 0.767, 0.940], [0.421, -0.151, 0.143], [-0.924, 0.433, -0.428], [0.292, -1.566, 0.655], [-0.451, -1.668, 1.456], [-1.516, 0.816, 0.416], [-0.014, -2.218, -0.170], [-1.449, -0.427, -0.848], [-0.464, 2.201, -1.073], [1.150, 0.729, -0.762], [1.252, -1.933, 1.028]],
  "forces_ev_per_angstrom": [[0.04, 0.24, 0.07], [0.06, -0.02, -0.08], [-0.10, -0.20, -0.34], [-0.07, -0.14, 0.30], [-0.10, -0.20, 0.11], [-0.02, -0.07, 0.03], [0.07, 0.04, -0.11], [0.09, -0.08, -0.12], [0.04, 0.10, 0.13], [0.13, 0.08, 0.04], [-0.10, -0.06, -0.07], [0.10, 0.24, 0.07], [-0.15, 0.07, -0.02]]
}



No. 5
{
  "formula": "C3H7NO2",
  "method": "ωB97M-V/def2-TZVPD",
  "homo_energy_ev": -8.834,
  "smiles": "CC(C)=[N+]([O-])O",
  "largest_force_ev_per_a": 3.0,
  "total_charge": 0,
  "de_lowest_kj_mol": 497.4,
  "symbols": ["O", "O", "N", "C", "C", "C", "H", "H", "H", "H", "H", "H", "H"],
  "positions_angstrom": [[0.532, 2.593, 0.591], [-0.938, 2.259, -1.072], [0.158, 1.738, -0.178], [0.419, 0.490, -0.190], [1.273, 0.100, 0.997], [-0.573, -0.356, -0.963], [2.372, -0.057, 0.665], [-0.752, 0.104, -1.872], [-0.138, -1.358, -1.306], [1.406, 1.004, 1.702], [-1.485, -0.411, -0.290], [-1.735, 1.963, -0.594], [0.852, -0.767, 1.512]],
  "forces_ev_per_angstrom": [[0.97, 1.34, 0.49], [0.74, -0.92, 0.45], [-2.04, 1.76, -0.55], [-0.52, -1.01, 0.45], [2.18, 0.95, -0.12], [1.41, -2.11, 1.62], [-1.75, -0.32, 0.49], [-0.87, 1.10, -1.53], [-0.75, 1.07, 1.21], [-0.72, -1.57, -1.04], [0.79, -0.52, -1.14], [0.24, 0.21, -0.18], [0.32, 0.01, -0.16]]
}



No. 6
{
  "formula": "C3H7NO2",
  "method": "ωB97M-V/def2-TZVPD",
  "homo_energy_ev": -8.578,
  "smiles": "CO/C=N\\OC",
  "largest_force_ev_per_a": 5.3,
  "total_charge": 0,
  "de_lowest_kj_mol": 465.5,
  "symbols": ["O", "O", "N", "C", "C", "C", "H", "H", "H", "H", "H", "H", "H"],
  "positions_angstrom": [[-0.889, -0.284, 0.124], [1.659, 0.212, 0.000], [-0.630, 1.034, -0.065], [-2.259, -0.459, -0.044], [1.547, -1.143, -0.014], [0.697, 1.131, -0.003], [-2.496, 0.082, -0.985], [-2.279, -1.544, -0.165], [1.294, -1.360, 0.998], [-2.972, -0.190, 0.923], [0.998, -1.531, -0.866], [1.193, 2.168, 0.133], [2.599, -1.456, -0.206]],
  "forces_ev_per_angstrom": [[-1.00, -0.94, 0.44], [0.19, 3.42, -0.35], [5.01, 1.50, 0.82], [-1.55, -0.61, 1.08], [1.83, -1.63, -0.56], [-1.64, 2.43, -0.01], [-0.69, -0.41, 0.79], [-0.84, 0.04, -0.21], [-0.73, -1.46, 0.30], [1.94, -0.22, -2.46], [-0.64, -0.17, 0.47], [-1.29, -1.77, -0.69], [-0.58, -0.15, 0.36]]
}



No. 7
{
  "formula": "C3H7NO2",
  "method": "ωB97M-V/def2-TZVPD",
  "homo_energy_ev": -9.956,
  "smiles": "C/C(CO)=N/O",
  "largest_force_ev_per_a": 0.6,
  "total_charge": 0,
  "de_lowest_kj_mol": 261.4,
  "symbols": ["O", "O", "N", "C", "C", "C", "H", "H", "H", "H", "H", "H", "H"],
  "positions_angstrom": [[1.702, -0.716, -0.952], [-0.580, -1.999, -0.294], [-1.184, -0.740, -0.155], [-0.319, 0.165, 0.094], [-0.835, 1.559, 0.287], [1.172, -0.098, 0.196], [-1.326, -2.565, -0.527], [-0.417, 2.226, -0.474], [1.702, 0.852, 0.311], [1.360, -0.692, 1.105], [-0.530, 1.950, 1.264], [1.180, -1.522, -1.077], [-1.924, 1.580, 0.221]],
  "forces_ev_per_angstrom": [[-0.06, -0.21, -0.09], [-0.11, -0.32, -0.06], [0.25, 0.52, 0.11], [-0.23, -0.13, -0.06], [-0.05, 0.06, 0.00], [-0.06, 0.18, 0.24], [0.16, 0.06, 0.06], [-0.02, -0.09, 0.07], [-0.11, -0.11, 0.01], [-0.04, 0.05, -0.13], [-0.01, -0.06, -0.09], [0.15, 0.08, -0.07], [0.14, -0.03, 0.01]]
}



No. 8
{
  "formula": "C3H7NO2",
  "method": "ωB97M-V/def2-TZVPD",
  "homo_energy_ev": -7.545,
  "smiles": "CO/C=C(\\N)O",
  "largest_force_ev_per_a": 1.3,
  "total_charge": 0,
  "de_lowest_kj_mol": 283.9,
  "symbols": ["O", "O", "N", "C", "C", "C", "H", "H", "H", "H", "H", "H", "H"],
  "positions_angstrom": [[-1.309, -1.782, -0.604], [0.931, 0.488, 0.917], [-1.852, 0.392, 0.012], [0.252, -0.680, 0.617], [1.659, 0.954, -0.204], [-0.985, -0.638, 0.034], [2.389, 0.215, -0.566], [0.412, -1.520, 1.292], [0.996, 1.210, -1.045], [2.183, 1.854, 0.125], [-2.670, 0.425, -0.572], [-1.641, 1.165, 0.622], [-0.365, -2.083, -0.629]],
  "forces_ev_per_angstrom": [[0.14, -0.11, 0.25], [-0.09, 0.27, 0.27], [0.16, 0.06, -0.14], [-0.23, 0.33, 0.41], [0.17, 0.27, -0.14], [0.32, 0.24, 0.25], [-0.18, 0.07, 0.21], [0.47, -0.13, -0.48], [0.07, -0.04, 0.19], [0.00, -0.05, -0.11], [0.24, -0.07, -0.10], [-0.14, -0.08, -0.10], [-0.95, -0.77, -0.51]]
}



No. 9
{
  "formula": "C3H7NO2",
  "method": "ωB97M-V/def2-TZVPD",
  "homo_energy_ev": -9.784,
  "smiles": "C=NOCCO",
  "largest_force_ev_per_a": 4.8,
  "total_charge": 0,
  "de_lowest_kj_mol": 536.9,
  "symbols": ["O", "O", "N", "C", "C", "C", "H", "H", "H", "H", "H", "H", "H"],
  "positions_angstrom": [[0.639, 0.716, -0.610], [-1.797, -0.830, -0.688], [1.264, -0.199, 0.295], [-1.396, -0.038, 0.446], [2.399, -0.506, -0.186], [-0.600, 1.147, -0.089], [-0.609, -0.765, 0.942], [-1.214, 1.473, -0.931], [-1.849, -1.899, -0.401], [2.851, -1.282, 0.621], [-0.445, 2.064, 0.639], [3.085, -0.008, -1.175], [-2.327, 0.128, 1.135]],
  "forces_ev_per_angstrom": [[0.16, -0.36, 0.63], [-0.64, -3.85, 0.62], [0.67, 1.25, -2.50], [0.60, -2.92, 1.95], [2.80, -0.90, 1.04], [-0.98, 1.19, 1.22], [-1.88, 1.98, 0.00], [0.45, 0.41, -0.20], [0.26, 4.72, -1.05], [-0.31, 1.80, -2.50], [-0.45, -1.99, -1.09], [-2.59, -1.65, 3.05], [1.90, 0.31, -1.16]]
}



No. 10
{
  "formula": "C3H7NO2",
  "method": "ωB97M-V/def2-TZVPD",
  "homo_energy_ev": -9.917,
  "smiles": "C[C@@H](O)C(N)=O",
  "largest_force_ev_per_a": 3.4,
  "total_charge": 0,
  "de_lowest_kj_mol": 151.4,
  "symbols": ["O", "O", "N", "C", "C", "C", "H", "H", "H", "H", "H", "H", "H"],
  "positions_angstrom": [[0.583, -1.173, -1.575], [0.191, 0.134, 1.610], [-1.065, -1.769, -0.131], [-0.089, -0.955, -0.567], [-0.033, 1.597, -0.308], [0.411, 0.238, 0.198], [-1.060, -2.699, -0.524], [0.054, 1.620, -1.394], [-1.067, 1.842, -0.029], [-0.408, 0.852, 1.884], [0.624, 2.372, 0.107], [1.378, -0.025, -0.419], [-1.481, -1.619, 0.773]],
  "forces_ev_per_angstrom": [[-0.96, -0.73, -0.35], [0.45, 0.05, -0.40], [-0.08, -0.05, 0.01], [-0.07, -0.41, -0.78], [-0.11, 0.07, -0.18], [0.18, -0.01, -0.89], [-0.24, 0.11, 0.04], [-0.06, 0.10, 0.02], [0.10, -0.14, -0.05], [0.52, -0.37, -0.31], [-0.10, -0.20, -0.09], [0.22, 1.59, 2.96], [0.15, -0.02, 0.01]]
}